1.
The following is a DFT calculation (the ωB97M-V functional and the def2-TZVPD basis) of a 13-piece molecular cluster, C5H35NO14 overall.

Atoms and positions in Å:
O: -1.94686 2.51058 1.36974
O: -2.41937 -2.84530 -2.16080
O: -2.32611 -0.31894 -3.82732
O: -0.35424 1.16588 -0.12160
O: 3.76884 1.55188 2.37851
O: -1.16237 -2.62743 1.22892
O: 0.95086 1.69382 2.15885
O: -2.33853 -0.90166 2.96295
O: -3.88696 0.70431 1.48734
O: 0.26908 -1.76209 -3.75785
O: 1.83142 3.65881 0.56426
O: 2.17493 -3.40481 -2.33015
O: -1.25159 -0.70765 -0.87486
O: -0.87818 1.98878 4.03849
N: 1.45924 -1.62280 -0.15366
C: 1.16064 -0.42589 -1.03672
C: 2.21934 0.69579 -1.12226
C: 1.97875 1.80408 -2.06140
C: 2.28821 -1.26049 0.98093
C: -0.25921 -0.01702 -0.66688
H: 3.27996 0.19606 -1.37376
H: 1.82032 -0.30578 1.48699
H: 2.63697 -2.98866 -3.08831
H: -2.70810 -3.46885 -1.49449
H: 2.03629 1.49954 -3.12431
H: -1.00654 -2.17854 0.37320
H: 1.01286 -0.85118 -2.07188
H: -3.53660 0.09227 2.19146
H: 3.59176 2.25413 1.74799
H: 1.27236 3.19135 -0.10074
H: -2.43513 -1.13270 3.90579
H: -0.99711 1.07717 4.30647
H: -3.17618 0.11361 -3.85656
H: 2.90951 1.43402 2.67828
H: 1.39776 -3.47636 -2.87290
H: -0.10812 2.01910 3.45215
H: -1.23989 1.50247 0.17308
H: 1.69346 4.59676 0.58455
H: -0.09521 -0.97023 -4.17401
H: -2.89427 2.49688 1.37396
H: 1.37754 2.58909 2.11949
H: 0.35594 1.59874 1.37893
H: 1.00967 2.29135 -1.95149
H: 2.22288 -2.00564 1.82590
H: -2.41334 -0.97354 -3.07388
H: -1.74232 -2.35924 -1.62195
H: -0.31352 -3.07632 1.27218
H: 3.29970 -1.09815 0.59696
H: -0.42750 -2.04170 -3.12420
H: 1.90034 -2.25452 -0.75900
H: -1.74178 2.33657 2.30618
H: -4.07459 0.05357 0.75957
H: 2.48986 1.05958 -0.06226
H: 2.74159 2.66154 -1.91719
H: -2.01193 -1.70707 2.47793

Relative energy (zero: lowest compared OMol25 entry of this formula, charge and spin) ... 224.42 kJ/mol
Highest occupied orbital energy ... -9.36 eV
Max |F| ... 4.366 eV/A
LUMO ... 0.21 eV
Total charge ... 0
Frontier orbital gap ... 9.6 eV
Electronic energy ... -1319.6219 hartree

---

2.
The following is a DFT calculation (the ωB97M-V functional and the def2-TZVPD basis) of a 6-piece molecular cluster, C74H167NOP4 overall.

Atoms and positions in Å:
P: 3.05575 -4.40774 1.36637
P: 1.29275 2.38682 4.53405
P: 4.12686 4.78389 -3.75858
P: -6.88368 -5.10844 -3.67703
O: 0.17132 3.48710 1.44653
N: -3.23131 5.21736 1.50170
C: -7.86349 -4.63267 -2.25927
C: 3.51960 8.29592 -1.67194
C: 5.26848 -2.77274 1.73011
C: -3.10782 0.10866 4.42579
C: -8.11456 -1.77625 -7.18028
C: -5.43999 -4.00612 -3.87436
C: 2.98847 2.49533 6.87808
C: 3.51082 1.66771 8.03047
C: -3.37476 -1.86723 -2.60689
C: 5.79911 1.34491 -0.83460
C: 0.36409 -3.64770 0.80239
C: 7.35008 -1.73440 0.74598
C: -1.28997 1.61565 5.37134
C: 7.32856 3.70713 -7.18386
C: 2.46387 4.23948 -4.20371
C: 4.53934 3.67898 -2.37479
C: 3.74101 -2.75755 1.68270
C: 0.27662 4.78220 5.48957
C: 4.31325 1.40490 -1.16468
C: -1.89619 5.69935 2.03859
C: -2.19822 6.96386 2.82546
C: 0.64015 4.22250 -5.91340
C: 0.45513 6.28674 5.68522
C: 3.85864 2.47945 3.27784
C: -5.93431 2.45067 3.54959
C: -2.09857 -2.84938 0.77223
C: -7.26009 -9.19055 -3.08042
C: 1.98882 4.74718 -5.54350
C: -7.45873 -3.06344 -6.61887
C: -0.01953 2.54796 0.45847
C: -7.47755 -5.32787 -0.96342
C: -1.08249 -3.87990 1.28359
C: 0.61793 2.85748 -6.62895
C: -8.40866 -3.72284 -5.68985
C: -7.99447 -5.06463 -5.11819
C: 3.98626 6.53674 -3.40271
C: -0.38237 1.82950 4.14495
C: 3.20153 6.88162 -2.17144
C: -3.60792 3.92449 2.15303
C: 3.36741 -7.05452 2.45063
C: -5.84313 -5.32539 0.99335
C: 4.96282 1.49773 2.90033
C: 1.29714 4.16775 4.54646
C: 3.11066 -8.04461 -2.46532
C: -5.20743 2.01019 2.31997
C: -7.63459 -7.77816 -3.49199
C: -3.67772 6.82893 3.16797
C: 2.51690 1.77350 3.34216
C: 5.49217 3.02736 -5.48475
C: 5.98056 -2.37929 0.41313
C: 3.88812 -5.63010 2.37196
C: 5.13810 -8.91836 2.68015
C: -2.76894 1.46356 5.00076
C: 1.54454 6.61046 6.74051
C: -6.56265 -10.00594 -4.14720
C: 4.14861 2.23288 -2.47992
C: -4.42821 -1.64520 -3.67796
C: -6.19663 -4.74374 -0.36100
C: 4.99894 1.85466 8.30921
C: 3.25476 -4.73013 -0.39530
C: 3.28853 8.49289 -0.18377
C: 3.30423 -6.54260 -2.23388
C: 6.36319 2.02950 3.12154
C: -5.70918 -2.50538 -3.59420
C: 1.75460 1.81840 6.19208
C: 6.10125 2.82945 -6.85191
C: 4.19759 -8.17300 1.73669
C: -4.70773 3.16024 1.49382
C: -4.24519 6.25352 1.89857
C: -6.43297 -6.82355 -3.49871
C: 2.78923 -6.13253 -0.84907
C: -3.23034 5.09321 0.04812
C: 5.18964 4.49623 -5.18946
C: 1.31052 -4.40053 1.75165
H: -4.90967 -4.16751 -4.81393
H: 2.57967 -3.99404 -0.85921
H: 2.93217 -6.91918 -0.10472
H: 3.91637 -8.62503 -2.01630
H: 3.35240 0.59043 7.86042
H: 0.51727 -3.96953 -0.22735
H: 0.10304 4.91273 -6.58628
H: 0.50180 -2.56246 0.90600
H: -4.73385 -0.59028 -3.73352
H: 5.70230 -3.74890 1.97458
H: -3.04374 6.06723 -0.38840
H: -1.42805 4.89889 2.60304
H: 1.16995 -4.01135 2.76715
H: -8.29369 -1.09204 -6.34275
H: -7.30207 -6.39471 -1.10473
H: -1.10523 -3.80271 2.37873
H: 4.25463 -4.44292 -0.71837
H: 2.59595 3.16266 -4.33805
H: -5.72178 -9.51269 -4.62952
H: -6.16010 -3.65482 -0.51677
H: -1.55576 7.10495 3.69501
H: 5.61420 3.82815 -2.19130
H: 5.02448 6.89540 -3.28764
H: -4.26663 7.02229 1.12978
H: -2.51015 -0.14116 3.53758
H: 3.40298 -2.52988 2.70732
H: -6.63676 1.69478 3.89287
H: -3.70894 6.10517 3.99292
H: 5.65755 1.45904 7.54076
H: 6.45220 2.98672 2.57836
H: 4.54757 8.54434 -1.95016
H: -0.29401 0.89704 3.57180
H: -8.89903 -4.79770 -2.55993
H: -7.39093 -1.25338 -7.81037
H: -7.25151 -3.59339 -7.55692
H: -0.75287 2.58683 3.43779
H: -2.93278 -0.69372 5.14542
H: 3.86891 -5.18924 3.39003
H: 5.35096 3.01146 -7.62619
H: -3.39496 1.56229 5.89247
H: 7.98535 -2.54656 1.10005
H: -8.42695 -7.38075 -2.84559
H: 6.08388 -3.24368 -0.23780
H: 3.94780 9.21619 0.28826
H: 7.46232 3.68222 -8.25828
H: 3.76733 3.36231 2.64389
H: -6.12533 -2.38318 -2.58072
H: 4.72156 5.04904 -6.00219
H: 2.90803 9.03445 -2.20311
H: -0.98323 0.75805 5.97447
H: 4.58676 -9.48577 3.43097
H: -4.36676 2.81778 0.50857
H: -1.94043 7.83781 2.21256
H: 5.26348 1.45658 9.28918
H: 4.73339 1.79929 -3.29332
H: 5.78719 -8.21906 3.21496
H: -6.48880 3.36070 3.31659
H: 4.91927 1.12984 1.86659
H: -7.32556 -10.14273 -4.92955
H: 6.13430 2.67060 -4.66780
H: -4.14970 0.05975 4.10872
H: -0.59773 2.94386 -0.41043
H: -9.34685 -3.82985 -6.23917
H: 2.27733 -7.14514 2.36603
H: 2.24842 8.77081 -0.01227
H: 2.61911 0.73651 3.71000
H: -4.01865 -1.72911 -4.69751
H: 1.76614 0.72390 6.08572
H: 1.04680 2.08335 -5.99069
H: -6.52181 -2.08609 -4.19246
H: 0.97795 -5.44261 1.83863
H: -6.65985 -9.12538 -2.15146
H: 2.62100 -6.06750 -2.94229
H: 4.75268 -7.74693 0.89498
H: 0.75538 6.78941 4.76168
H: 0.98107 2.24841 0.04637
H: 4.10163 2.79576 4.29535
H: -1.44910 -4.88066 1.03626
H: -1.25493 5.85905 1.18536
H: 4.34919 -6.34055 -2.44370
H: 6.48532 2.42322 4.13648
H: 8.21905 3.26509 -6.73942
H: 0.28871 4.28245 6.46757
H: -1.87895 -1.87668 1.21004
H: -5.14603 -4.65959 1.51838
H: -8.31820 -5.14395 -0.29209
H: 3.09180 2.17544 -2.74200
H: -2.49844 4.33617 -0.23245
H: 5.65555 -2.14588 2.53283
H: 2.65657 4.38618 -6.33236
H: -5.86700 -7.06454 -4.41506
H: -8.65980 -3.05570 -4.85182
H: -5.43227 -6.32303 0.90915
H: -4.20211 4.73848 -0.27207
H: -2.04203 -2.83445 -0.31646
H: 5.76065 -9.61747 2.12683
H: 1.20302 2.92660 -7.54450
H: -1.18198 2.49725 6.01327
H: 7.72354 -1.41495 -0.22972
H: -4.44412 1.24881 2.52496
H: -3.10605 -3.15767 1.04667
H: 3.38988 7.56600 0.40224
H: 2.45883 6.02485 6.56620
H: 4.62144 2.36726 -5.36894
H: 7.18861 4.70891 -6.79111
H: -0.46044 1.57732 0.79724
H: 6.47876 1.16914 -1.66383
H: -3.12022 2.23273 4.30329
H: 3.08669 -8.22291 -3.54241
H: -8.07634 -7.83616 -4.49335
H: 4.06254 4.12838 -1.48936
H: -5.26560 2.67453 4.38057
H: 3.66298 7.07226 -4.30010
H: 3.43193 6.17357 -1.36840
H: 3.75250 1.96688 -0.40948
H: -8.86540 -5.52826 -4.62789
H: 3.42845 -8.83052 1.31607
H: -8.98342 -1.97039 -7.79581
H: -5.81924 1.40816 1.63273
H: -0.12800 4.24051 -5.11712
H: -5.51203 3.85013 1.21136
H: -7.55634 -5.71346 -5.88135
H: 3.80077 2.62540 6.15675
H: -4.80638 -4.43447 -3.07648
H: 1.25398 4.55862 3.51832
H: 2.29367 4.55286 4.81785
H: 4.82635 0.58825 3.50347
H: 1.68908 -6.14293 -0.90667
H: 2.89019 1.81443 8.92152
H: -4.12759 7.73592 3.55735
H: 1.95536 7.61833 6.64731
H: 0.88846 2.04526 6.82547
H: 7.33225 -0.89839 1.43179
H: 5.31383 -1.65518 -0.07626
H: -2.64912 3.39406 2.17944
H: 2.01342 1.69878 2.36979
H: -3.43814 -2.78798 -2.04274
H: 7.14862 1.35950 2.80433
H: -6.33049 -11.01374 -3.82436
H: 1.17896 6.40774 7.74540
H: -5.21344 5.77980 2.00869
H: 3.28582 -2.00094 1.04434
H: -5.38683 -5.00949 -1.08137
H: -0.73332 4.53207 5.12247
H: -0.41405 2.63790 -6.88787
H: 2.64962 3.49513 7.15703
H: 3.84585 0.44231 -1.38374
H: 6.12415 4.92124 -4.79920
H: -3.84089 4.15430 3.19287
H: 1.95893 5.83825 -5.62135
H: 3.38243 -7.28580 3.53194
H: 1.73965 4.42367 -3.41111
H: 5.23064 2.92395 8.42308
H: -6.69246 -5.28961 1.68206
H: -8.12464 -9.73245 -2.69041
H: -5.69585 -6.95842 -2.70274
H: 2.17070 -8.47538 -2.10586
H: -2.36938 -1.75405 -3.03033
H: -7.77129 -3.56059 -2.07416
H: 4.97524 -5.55083 2.25566
H: 2.14705 6.68000 -2.36386
H: -0.49718 6.78636 5.88811
H: 5.91659 0.53335 -0.11896
H: 6.41125 1.78610 -6.93567
H: 5.95886 2.33376 -0.40400
H: -3.35471 -0.98750 -1.95014
H: -6.50087 -2.84978 -6.14097

Relative energy (zero: lowest compared OMol25 entry of this formula, charge and spin) ... 0.00 kJ/mol
Highest occupied orbital energy ... -13.46 eV
Max |F| ... 2.635 eV/A
LUMO ... -6.51 eV
Total charge ... +4
Frontier orbital gap ... 7.0 eV
Electronic energy ... -4413.9361 hartree

---

3.
The following is a DFT calculation (the ωB97M-V functional and the def2-TZVPD basis) of one molecule with the formula C2H5N3OS.

Atoms and positions in Å:
S: -1.21573 -0.74457 -1.16445
O: -2.63865 -1.49191 0.93344
N: -0.58698 -0.49633 1.42108
N: 1.74221 -0.02025 -0.08017
N: -0.18525 0.60798 -1.23718
C: -1.60286 -0.92631 0.62410
C: 1.12778 0.73989 -0.93215
H: 0.35540 -0.32167 1.04937
H: -0.66351 -0.69307 2.37520
H: -0.60139 1.37752 -1.75666
H: 2.68536 0.32429 0.02394
H: 1.58364 1.64444 -1.25651

Relative energy (zero: lowest compared OMol25 entry of this formula, charge and spin) ... 87.65 kJ/mol
Highest occupied orbital energy ... -9.30 eV
Max |F| ... 2.569 eV/A
LUMO ... 0.45 eV
Structure (SMILES) ... [H]/N=C/NSC(N)=O
Total charge ... 0
Frontier orbital gap ... 9.7 eV
Electronic energy ... -716.9073 hartree

---

4.
The following is a DFT calculation (the ωB97M-V functional and the def2-TZVPD basis) of C3H5BrNO2 as an isolated structure.

Atoms and positions in Å:
Br: -2.79591 -1.35404 -0.10371
O: -4.01912 1.93044 0.13708
O: -1.92023 2.63222 -0.39760
N: -1.84043 -0.22603 1.02958
C: -2.91051 2.13631 -0.08552
C: 0.10935 0.31689 -0.67355
C: -0.53534 -0.23314 0.68015
H: 1.10273 0.01589 -0.58535
H: -0.36560 -0.21997 -1.65982
H: 0.04503 1.39986 -0.84769
H: -0.00690 0.30731 1.47000
H: 0.14329 -1.22764 0.73516

Relative energy (zero: lowest compared OMol25 entry of this formula, charge and spin) ... 56.73 kJ/mol
Highest occupied orbital energy ... -2.37 eV
Max |F| ... 4.423 eV/A
LUMO ... 3.68 eV
Total charge ... -1
Frontier orbital gap ... 6.0 eV
Electronic energy ... -2896.5442 hartree